No. 1
This record from the Open Molecules 2025 dataset describes 5 unconnected molecules or ions with the total composition C29H51BINO16P2. The level of theory is wB97M-V/def2-TZVPD.

Last column: Mulliken charge in e.
Atoms and positions in Å:
O (4.685, 3.804, -0.252)  -0.36
H (1.249, -1.086, -2.490)  -0.02
C (-2.353, 1.785, 5.927)  0.49
H (-0.974, -10.687, -2.796)  0.25
O (2.328, -0.676, 2.091)  -0.52
P (-2.051, -3.908, -0.472)  -0.28
C (0.881, 1.148, -2.236)  0.33
C (1.859, -1.449, -1.673)  -0.89
H (-3.095, -1.634, 0.827)  0.34
C (-2.441, -9.227, -3.503)  -0.60
C (6.527, 2.593, -1.082)  -0.56
H (-2.791, -2.771, -3.714)  0.27
H (-2.616, -11.337, -2.943)  0.33
H (-1.334, 3.320, 2.444)  0.56
H (2.759, -0.854, -1.556)  0.48
H (6.441, 1.778, 0.945)  0.23
H (-1.928, -9.154, -4.459)  0.34
C (5.558, 3.712, 0.778)  0.48
H (-1.241, -5.805, -1.011)  0.31
H (2.837, 0.028, 1.675)  0.30
H (-3.084, 2.400, 1.373)  0.59
H (-2.264, -0.567, -0.947)  0.63
H (0.295, 2.962, -2.083)  0.35
H (1.634, -3.009, 2.729)  0.36
H (-1.994, 6.511, -3.587)  0.33
C (5.046, 2.875, -1.295)  0.08
C (-1.096, -2.429, -1.073)  0.10
H (-3.514, -9.251, -3.699)  0.28
H (4.429, 1.982, -1.189)  -0.17
I (-4.389, -3.528, -1.178)  -0.26
H (-1.107, 1.190, -1.671)  0.31
O (2.043, 1.550, -1.770)  -0.16
P (2.079, -1.846, 1.012)  0.80
H (-3.302, 6.253, -2.403)  0.28
O (-1.457, -5.007, -1.506)  -0.46
H (-0.320, 3.750, 7.678)  0.34
C (-2.036, -10.453, -2.693)  -0.41
H (1.524, -3.247, -2.875)  0.31
H (0.119, 1.854, -0.541)  0.32
H (-0.124, -0.493, 1.907)  0.56
H (-3.005, 3.539, 6.995)  0.29
H (-1.589, -1.995, 1.502)  0.28
C (-1.271, 6.171, -0.388)  -0.48
C (-2.213, 2.798, 7.049)  -0.42
H (7.624, 3.098, 0.747)  0.32
C (-2.124, -8.093, -2.531)  -0.31
H (-1.592, -0.359, -3.198)  0.30
H (-2.384, 1.985, -0.156)  0.06
C (-2.302, -8.755, -1.181)  0.58
O (-0.907, -1.028, -3.302)  -0.54
C (6.655, 2.719, 0.435)  -0.37
O (-1.945, -3.148, -3.441)  -0.61
H (6.840, 1.629, -1.478)  0.33
H (0.773, 0.835, 1.301)  0.98
O (1.269, -2.933, 1.840)  -0.53
H (3.177, -2.742, -2.693)  0.47
C (-1.267, 1.328, 1.640)  1.33
B (-1.306, -2.210, -2.656)  0.75
C (-0.830, 3.391, 6.787)  -0.52
H (2.450, -3.555, -1.345)  0.33
O (-3.352, 1.252, 5.552)  -0.59
O (3.380, -2.353, 0.567)  -0.80
H (1.809, 3.452, -2.027)  0.48
H (-0.377, 6.395, 0.187)  0.34
H (-0.399, 3.229, 0.970)  0.13
C (0.938, -1.400, -0.406)  1.33
C (-1.484, -1.073, -0.378)  -1.42
C (-1.692, 4.870, -2.228)  0.47
H (0.651, 2.555, 5.413)  0.29
C (-2.222, 6.251, -2.558)  -0.57
H (-2.126, 6.133, 0.291)  0.29
H (-3.232, 0.769, 0.799)  0.25
N (-2.122, -1.394, 0.894)  -0.28
C (-0.170, 1.005, -1.153)  -0.59
C (-1.491, 7.134, -1.547)  -0.58
O (5.422, 4.323, 1.796)  -0.60
H (0.310, 2.610, 2.471)  0.32
H (7.126, 3.365, -1.567)  0.28
H (0.838, 0.502, -3.101)  0.61
H (-2.797, -7.247, -2.636)  0.24
O (-2.406, -8.209, -0.122)  -0.57
C (-2.545, 1.607, 0.854)  -1.75
C (2.237, -2.865, -2.150)  -1.54
O (-2.290, -10.100, -1.320)  -0.38
H (0.338, 1.544, 6.837)  0.27
H (4.838, 3.329, -2.261)  0.35
H (-0.529, 7.442, -1.958)  0.28
C (-0.126, -0.257, -0.261)  3.16
C (-0.113, 2.228, 6.115)  -0.39
H (-2.261, 2.270, 8.001)  0.26
H (-2.036, 8.031, -1.261)  0.35
O (-1.122, 4.877, -1.001)  -0.07
O (0.198, -2.631, -0.539)  -0.29
O (-1.135, 1.517, 5.394)  -0.27
H (-1.599, 1.030, 2.634)  0.45
H (-0.914, 4.225, 6.089)  0.26
C (-0.613, 2.706, 1.904)  -1.83
O (-1.762, 3.879, -2.894)  -0.56
C (-0.182, 0.319, 1.190)  -3.68
C (1.261, 2.688, -2.588)  -1.84
H (-1.088, -7.759, -2.616)  0.26

SMILES string = CC[C@]1(P(=O)(O)O)O[C@@](B(O)O)(P(O)I)[C@@H](N)[C@]1(CC(C)C)C[C@H]1CO1.O=C1CCCO1.O=C1CCCO1.O=C1CCCO1.O=C1CCCO1
Kohn-Sham gap = 8.6 eV
Electronic energy = -92504.9600 eV



No. 2
This record from the Open Molecules 2025 dataset describes a molecular structure, C29H51Cl2EuN4O4Si. The level of theory is wB97M-V/def2-TZVPD.

Last column: Mulliken spin population.
Atoms and positions in Å:
H (3.052, -3.526, -1.812)  0.00
N (2.198, 0.841, 2.897)  -0.01
O (0.345, -2.177, 0.851)  0.01
H (4.028, -3.790, -4.214)  0.00
H (3.275, -2.010, -0.897)  0.00
N (-1.542, 3.962, -0.087)  0.00
H (-3.650, 0.202, -3.737)  0.00
H (0.292, 2.355, -7.071)  0.00
H (-3.351, 2.942, -0.541)  0.00
C (0.142, 0.452, -6.029)  0.00
H (-3.520, 4.469, 0.357)  0.00
H (-2.089, 1.958, 6.103)  0.00
C (2.638, -1.443, 3.928)  0.00
C (-2.944, -0.618, -3.918)  0.00
C (0.515, -0.292, -4.898)  0.00
H (-2.030, -3.783, 0.147)  0.00
H (3.256, 0.447, 6.028)  0.00
H (-2.882, 3.003, 1.186)  0.00
H (-3.237, -0.476, 3.344)  0.00
H (2.586, -1.431, -4.850)  0.00
C (2.253, 2.136, 3.349)  0.00
H (-2.217, 0.320, 6.782)  0.00
C (-2.910, 3.566, 0.250)  0.00
O (-0.797, 1.882, 0.531)  -0.01
N (-1.896, 0.377, 4.704)  0.00
C (2.582, -2.557, -1.570)  0.01
H (3.484, -1.832, 4.523)  0.00
C (2.715, 2.173, 4.692)  0.00
C (1.257, 2.421, -5.141)  0.00
H (-0.498, 1.571, -2.110)  0.00
Eu (0.939, 0.194, 0.532)  6.10
H (-0.634, 0.946, 6.250)  0.00
C (-1.266, -4.446, 0.561)  0.00
C (1.851, 3.302, 2.531)  0.00
C (-1.332, 5.225, -0.814)  0.00
H (0.748, 3.411, 2.506)  0.00
H (-3.659, -0.663, 5.074)  0.00
H (2.281, 4.204, 3.002)  0.00
H (2.355, -4.297, -3.912)  0.00
C (1.679, -0.365, -2.567)  0.00
H (-0.451, -4.543, -0.165)  0.00
H (2.201, 2.121, -3.208)  0.00
H (-1.709, -5.418, 0.791)  0.00
C (1.184, 0.344, -3.844)  0.00
H (2.839, -3.680, -5.518)  0.00
H (0.026, 0.858, 4.270)  0.00
H (-1.641, -1.580, -0.075)  0.00
C (0.508, 1.800, -6.152)  0.00
H (-0.402, -0.058, -6.825)  0.00
C (2.601, 0.037, 3.944)  0.00
Cl (2.765, 1.792, -0.612)  -0.01
C (-1.382, 1.168, -2.630)  0.00
H (-0.348, 5.650, -0.567)  0.00
O (-0.893, -0.046, 2.667)  -0.01
C (-3.246, 0.014, 4.318)  0.00
H (-2.263, -0.410, -4.778)  0.00
H (2.515, 0.327, -2.260)  -0.01
N (-0.729, -3.958, 1.819)  0.00
Cl (-0.992, -2.525, -3.200)  0.00
C (2.315, -1.754, -2.806)  0.00
C (2.558, -2.175, -4.061)  0.00
H (0.443, 3.317, -0.242)  0.00
H (1.603, 3.442, -5.304)  0.00
H (2.230, 3.171, 1.499)  0.00
H (0.334, -2.615, 2.878)  0.00
H (1.631, -2.746, -1.060)  0.00
H (-2.119, 5.928, -0.524)  0.00
H (1.722, -1.843, 4.413)  0.00
C (-2.335, -1.031, -0.717)  0.00
C (2.978, -3.566, -4.439)  0.00
C (-0.979, -4.688, 3.043)  0.00
O (0.834, -0.329, -1.485)  -0.06
H (-0.058, -5.146, 3.433)  0.00
C (1.571, 1.685, -3.989)  0.00
Si (-1.773, -0.763, -2.472)  0.00
C (-1.704, 0.932, 6.034)  0.00
H (2.868, 3.099, 5.239)  0.00
H (-1.703, -5.460, 2.789)  0.00
H (2.741, -1.809, 2.891)  0.00
H (-1.335, 1.441, -3.701)  0.00
H (-2.300, 1.618, -2.197)  0.00
C (-0.876, 0.396, 3.831)  0.00
H (-3.230, -1.616, -0.958)  0.00
H (-3.889, 0.905, 4.286)  0.00
H (-3.448, -1.586, -4.050)  0.00
C (2.926, 0.840, 5.079)  0.00
H (-1.382, 5.076, -1.910)  0.00
C (0.027, -2.874, 1.850)  0.00
H (0.308, -1.367, -4.934)  0.00
H (-1.359, -3.980, 3.792)  0.00
H (-2.618, -0.091, -0.198)  0.00
C (-0.580, 3.045, 0.060)  0.00

Multiplicity = 7
Kohn-Sham gap (alpha / beta) = 5.5 / 6.1 eV
Electronic energy = -97305.7556 eV